The following is a quantum chemistry calculation of 2 unconnected molecules or ions with the total composition C4H8NO2 at a distorted geometry, from the Open Molecules 2025 dataset.

Each atom is followed by the atoms it is bonded to, with distances in Å.
Atoms and positions in Å:
1 C -1.71 3.16 0.07  C2 1.243, H8 1.036
2 C -1.41 1.95 0.05  C1 1.243, C3 1.555
3 C -1.12 0.43 -0.01  C2 1.555, O6 1.198, O7 1.290
4 C -2.48 -1.62 0.00  O7 1.417, H9 1.114, H10 1.084, H11 1.199
5 N 2.46 0.03 0.03  H12 1.030, H13 1.015, H14 0.968, H15 1.199
6 O 0.00 -0.02 -0.04  C3 1.198
7 O -2.23 -0.23 0.06  C3 1.290, C4 1.417
8 H -2.11 4.11 0.08  C1 1.036
9 H -2.62 -2.06 1.01  C4 1.114
10 H -1.66 -2.14 -0.50  C4 1.084
11 H -3.49 -1.79 -0.61  C4 1.199
12 H 3.08 0.83 -0.17  N5 1.030
13 H 2.61 -0.76 -0.59  N5 1.015
14 H 2.52 -0.25 0.95  N5 0.968
15 H 1.29 0.26 0.18  N5 1.199

Values from the calculation:
E_LUMO: -3.352 eV
Net charge: +1
HOMO-LUMO gap: 0.4045 hartree

Here are the Mulliken charges for atoms 1 to 2, given in e: atom 1 (C): 0.153, atom 2 (C): -0.563

---

The following is a quantum chemistry calculation of 3 unconnected molecules or ions with the total composition C27H28ClFN4O10S at a distorted geometry, from the Open Molecules 2025 dataset.

Each atom is followed by the atoms it is bonded to, with distances in Å.
Atoms and positions in Å:
1 C 1.48 5.17 1.65  C2 1.535, H25 1.089, H26 1.091, H27 1.092
2 C 1.90 3.70 1.47  C1 1.535, C3 1.547, H28 1.086, H29 1.093
3 C 2.09 3.34 -0.02  C2 1.547, Cl4 1.775, C5 1.549, H30 1.092
4 Cl 3.68 2.63 -0.37  C3 1.775
5 C 0.92 2.54 -0.64  C3 1.549, N6 1.480, C7 1.480, C9 1.565
6 N 1.07 2.62 -2.11  C5 1.480, H31 1.015, H32 1.017
7 C -0.32 3.29 -0.32  C5 1.480, N8 1.149
8 N -1.24 3.91 -0.03  C7 1.149
9 C 0.83 1.02 -0.26  C5 1.565, C10 1.469, C12 1.576, S21 1.846
10 C 1.57 0.64 0.94  C9 1.469, N11 1.151
11 N 2.11 0.50 1.95  C10 1.151
12 C -0.65 0.53 -0.04  C9 1.576, C13 1.529, H33 1.092, H34 1.090
13 C -1.18 0.74 1.38  C12 1.529, C14 1.560, H35 1.093, H36 1.089
14 C -2.72 0.50 1.40  C13 1.560, C15 1.553, H37 1.090, H38 1.085
15 C -3.49 1.85 1.43  C14 1.553, N16 1.447, H39 1.087, H40 1.091
16 N -4.46 2.01 0.37  C15 1.447, C17 1.354, C20 1.373
17 C -4.28 2.66 -0.80  N16 1.354, C18 1.376, H41 1.078
18 C -5.43 2.62 -1.55  C17 1.376, C19 1.422, H42 1.076
19 C -6.35 1.86 -0.77  C18 1.422, C20 1.367, H43 1.079
20 C -5.73 1.51 0.40  N16 1.373, C19 1.367, H44 1.077
21 S 1.44 -0.06 -1.62  C9 1.846, O22 1.425, O23 1.413, F24 1.569
22 O 0.42 -0.18 -2.61  S21 1.425
23 O 2.77 0.19 -2.03  S21 1.413
24 F 1.45 -1.43 -0.84  S21 1.569
25 H 0.89 5.31 2.55  C1 1.089
26 H 2.34 5.83 1.63  C1 1.091
27 H 0.82 5.49 0.83  C1 1.092
28 H 2.80 3.48 2.04  C2 1.086
29 H 1.09 3.09 1.87  C2 1.093
30 H 2.09 4.30 -0.54  C3 1.092
31 H 1.15 3.61 -2.35  N6 1.015
32 H 0.22 2.30 -2.57  N6 1.017
33 H -0.60 -0.55 -0.18  C12 1.092
34 H -1.32 0.90 -0.81  C12 1.090
35 H -0.92 1.73 1.77  C13 1.093
36 H -0.74 0.03 2.08  C13 1.089
37 H -3.04 -0.16 0.59  C14 1.090
38 H -2.96 -0.03 2.32  C14 1.085
39 H -2.78 2.67 1.43  C15 1.087
40 H -4.02 1.91 2.38  C15 1.091
41 H -3.39 3.15 -1.17  C17 1.078
42 H -5.58 3.07 -2.51  C18 1.076
43 H -7.36 1.65 -1.07  C19 1.079
44 H -6.12 0.92 1.22  C20 1.077
45 O 6.86 -3.63 -5.71  C46 1.219
46 C 5.68 -3.33 -5.55  O45 1.219, C47 1.447, C53 1.507
47 C 5.24 -2.13 -4.87  C46 1.447, C48 1.343, H55 1.081
48 C 3.92 -1.90 -4.73  C47 1.343, O49 1.323, C50 1.508
49 O 3.44 -0.82 -4.12  C48 1.323, H56 0.978
50 C 2.88 -2.85 -5.27  C48 1.508, O51 1.216, C52 1.452
51 O 1.71 -2.57 -5.09  C50 1.216
52 C 3.34 -4.03 -5.98  C50 1.452, C53 1.339, H57 1.081
53 C 4.65 -4.26 -6.12  C46 1.507, C52 1.339, O54 1.328
54 O 5.14 -5.32 -6.75  C53 1.328, H58 0.977
55 H 5.99 -1.46 -4.49  C47 1.081
56 H 2.47 -0.90 -4.17  O49 0.978
57 H 2.58 -4.70 -6.38  C52 1.081
58 H 6.11 -5.24 -6.69  O54 0.977
59 O -1.56 -1.37 3.30  C60 1.222
60 C -1.41 -2.34 4.03  O59 1.222, C61 1.446, C67 1.505
61 C -0.62 -3.49 3.67  C60 1.446, C62 1.341, H69 1.081
62 C -0.52 -4.52 4.53  C61 1.341, O63 1.324, C64 1.508
63 O 0.18 -5.61 4.28  C62 1.324, H70 0.977
64 C -1.22 -4.51 5.87  C62 1.508, O65 1.216, C66 1.452
65 O -1.10 -5.48 6.58  C64 1.216
66 C -1.99 -3.33 6.23  C64 1.452, C67 1.339, H71 1.081
67 C -2.09 -2.31 5.37  C60 1.505, C66 1.339, O68 1.329
68 O -2.77 -1.20 5.64  C67 1.329, H72 0.975
69 H -0.12 -3.49 2.71  C61 1.081
70 H 0.08 -6.19 5.06  O63 0.977
71 H -2.48 -3.32 7.20  C66 1.081
72 H -2.68 -0.63 4.86  O68 0.975

Values from the calculation:
E_LUMO: -1.832 eV
SMILES: CC[C@@H](Cl)[C@](N)(C#N)[C@@](C#N)(CCCCn1cccc1)S(=O)(=O)F.O=C1C=C(O)C(=O)C=C1O.O=C1C=C(O)C(=O)C=C1O
Net charge: 0
HOMO-LUMO gap: 0.2338 hartree

Here are the Mulliken charges for atoms 1 to 2, given in e: atom 1 (C): -1.513, atom 2 (C): -0.224

---

The following is a quantum chemistry calculation of a gas-phase ion, C3NO4S (charge -1) at a distorted geometry, from the Open Molecules 2025 dataset.

Each atom is followed by the atoms it is bonded to, with distances in Å.
Atoms and positions in Å:
1 C -0.95 -0.96 0.06  C3 1.384, O7 1.421, S9 1.632
2 C 1.88 -0.23 0.06  O6 1.231, O8 1.299, S9 2.029
3 C -1.80 0.13 0.21  C1 1.384, O5 1.174, O7 1.445
4 N 0.43 1.65 0.12  O8 1.216
5 O -2.61 0.81 0.72  C3 1.174
6 O 3.04 -0.66 -0.01  C2 1.231
7 O -1.52 -0.39 -1.11  C1 1.421, C3 1.445
8 O 1.31 0.89 -0.23  C2 1.299, N4 1.216
9 S 0.49 -1.68 0.32  C1 1.632, C2 2.029

Values from the calculation:
E_LUMO (alpha / beta): 3.581 / 3.528 eV
<S²>: 2.03
Spin multiplicity: 3
Net charge: -1
HOMO-LUMO gap (alpha / beta): 0.2363 / 0.2362 hartree

Here are the Mulliken charges for atoms 1 to 2, given in e: atom 1 (C): -0.427, atom 2 (C): 0.434

---

The following is a quantum chemistry calculation of C4H6N2O in the gas phase, from the Open Molecules 2025 dataset.

Each atom is followed by the atoms it is bonded to, with distances in Å.
Atoms and positions in Å:
1 N 1.39 1.41 0.31  C2 1.391, H8 1.012, H9 1.011
2 C 0.34 0.53 0.12  N1 1.391, C3 1.484, C7 1.357
3 C -0.91 0.96 0.80  C2 1.484, N4 1.270, H10 1.101
4 N -1.88 0.17 1.03  C3 1.270, H11 1.023
5 C -0.57 -1.50 -1.09  O6 1.339, C7 1.450
6 O 0.09 -2.64 -1.32  C5 1.339, H12 0.965
7 C 0.46 -0.55 -0.69  C2 1.357, C5 1.450, H13 1.092
8 H 1.48 1.81 1.24  N1 1.012
9 H 2.28 1.08 -0.04  N1 1.011
10 H -0.92 2.02 1.08  C3 1.101
11 H -2.65 0.70 1.44  N4 1.023
12 H -0.53 -3.28 -1.69  O6 0.965
13 H 1.42 -0.73 -1.19  C7 1.092

Values from the calculation:
E_LUMO (alpha / beta): 0.157 / 0.157 eV
Net charge: 0
HOMO-LUMO gap (alpha / beta): 0.2908 / 0.2908 hartree

Here are the Mulliken charges for atoms 1 to 2, given in e: atom 1 (N): -0.548, atom 2 (C): 0.741

---

no.,DFT total energy (Ha)
1,-362.102602
2,-2975.246126
3,-868.022446
4,-340.649798